## one
Here is the molecule C5H9NO3 from the OMol25 dataset. Energies are from the ωB97M-V functional and the def2-TZVPD basis.

Each atom is followed by the atoms it is bonded to, with distances in Å.
Element x y z (Å)
1 O -0.31 -1.90 0.45  C4 1.224
2 O -1.97 -0.44 0.68  C4 1.277
3 O 2.01 -1.27 -0.43  N9 1.445, H10 0.959
4 C -0.73 -0.75 0.57  O1 1.224, O2 1.277, C8 1.580
5 C 0.46 2.03 1.66  C6 1.451, C7 1.539, H11 1.124, H12 1.052
6 C 1.16 0.75 1.63  C5 1.451, C8 1.642, H13 1.138, H14 1.111
7 C -0.08 1.88 0.22  C5 1.539, C8 1.590, H15 1.040, H16 1.121
8 C 0.35 0.35 0.26  C4 1.580, C6 1.642, C7 1.590, N9 1.584
9 N 1.31 -0.10 -0.92  O3 1.445, C8 1.584, H17 1.028, H18 0.983
10 H 1.45 -1.84 0.09  O3 0.959
11 H -0.33 1.98 2.46  C5 1.124
12 H 0.97 2.92 1.89  C5 1.052
13 H 0.83 0.20 2.57  C6 1.138
14 H 2.26 0.69 1.52  C6 1.111
15 H -1.10 2.05 0.11  C7 1.040
16 H 0.57 2.61 -0.33  C7 1.121
17 H 0.82 -0.33 -1.80  N9 1.028
18 H 1.85 0.69 -1.11  N9 0.983

Kohn-Sham gap: 0.3217 Ha
LUMO level: -0.04 eV
SMILES string: O=C([O-])C1([NH2+]O)CCC1

These are the natural (NBO) partial charges, in e, on atoms 1 to 2: -0.750, -0.702



## two
Here is the molecule C5H9NO3 from the OMol25 dataset. Energies are from the ωB97M-V functional and the def2-TZVPD basis.

Each atom is followed by the atoms it is bonded to, with distances in Å.
Element x y z (Å)
1 C -0.89 -0.22 -0.74  C4 1.495, C5 1.672, N6 1.471, H10 1.092
2 C -0.12 1.08 2.56  O7 1.427, H13 1.094, H14 1.093, H15 1.093
3 C 1.43 -1.17 -1.63  C5 1.505, H16 1.092, H17 1.094, H18 1.090
4 C -1.27 0.22 0.64  C1 1.495, O7 1.440, O8 1.217
5 C 0.59 -0.91 -0.40  C1 1.672, C3 1.505, O9 1.223
6 N -0.77 0.93 -1.65  C1 1.471, H11 1.020, H12 1.016
7 O -0.16 0.98 1.14  C2 1.427, C4 1.440
8 O -2.13 -0.28 1.36  C4 1.217
9 O 0.86 -1.51 0.64  C5 1.223
10 H -1.59 -0.96 -1.11  C1 1.092
11 H -0.12 1.62 -1.26  N6 1.020
12 H -0.42 0.65 -2.56  N6 1.016
13 H 0.19 0.12 2.98  C2 1.094
14 H 0.60 1.85 2.83  C2 1.093
15 H -1.09 1.36 2.97  C2 1.093
16 H 0.91 -1.89 -2.27  C3 1.092
17 H 2.38 -1.62 -1.33  C3 1.094
18 H 1.61 -0.25 -2.17  C3 1.090

Kohn-Sham gap: 0.3602 Ha
LUMO level: 0.54 eV
SMILES string: COC(=O)[C@@H](N)C(C)=O

These are the natural (NBO) partial charges, in e, on atoms 1 to 2: -0.239, -0.262



Which structure is most stable? two, by 0.1209 hartree over the runner-up.



## one
Here is the molecule C4H5N3O2 from the OMol25 dataset. Energies are from the ωB97M-V functional and the def2-TZVPD basis.

Each atom is followed by the atoms it is bonded to, with distances in Å.
Element x y z (Å)
1 C 1.55 -0.51 0.13  N10 1.340, O13 1.206, O14 1.411
2 C -1.44 -0.84 0.35  C3 1.364, H6 1.090, N11 1.330
3 C -1.32 0.36 -0.29  C2 1.364, C4 1.372, H7 1.152
4 C -0.45 1.42 -0.22  C3 1.372, H8 1.134, N12 1.413
5 H 1.09 -2.37 -0.49  N10 0.999
6 H -2.47 -1.06 0.66  C2 1.090
7 H -2.12 0.50 -1.11  C3 1.152
8 H -0.85 2.26 -0.87  C4 1.134
9 H 1.48 2.02 0.04  N12 1.050
10 N 0.71 -1.53 -0.10  C1 1.340, H5 0.999, N11 1.432
11 N -0.54 -1.79 0.55  C2 1.330, N10 1.432
12 N 0.69 1.61 0.59  C4 1.413, H9 1.050, O14 1.396
13 O 2.65 -0.41 -0.36  C1 1.206
14 O 1.04 0.36 1.11  C1 1.411, N12 1.396

Kohn-Sham gap: 0.3415 Ha
LUMO level: 0.17 eV
SMILES string: O=c1[nH]nccc[nH]o1

These are the natural (NBO) partial charges, in e, on atoms 1 to 2: 0.844, 0.073



## two
Here is a cluster of 2 separate species, C4H5N3O2 in total from the OMol25 dataset. Energies are from the ωB97M-V functional and the def2-TZVPD basis.

Each atom is followed by the atoms it is bonded to, with distances in Å.
Element x y z (Å)
1 C -0.53 1.36 -0.14  C3 1.434, N5 1.304, H10 1.068
2 C -1.44 -0.59 0.44  C3 1.406, N6 1.335, H11 1.071
3 C -0.20 -0.01 0.16  C1 1.434, C2 1.406, C4 1.400
4 C 1.05 -0.65 0.19  C3 1.400, N7 1.404, H12 1.079
5 N -1.82 1.55 -0.03  C1 1.304, N6 1.339
6 N -2.35 0.37 0.32  C2 1.335, N5 1.339, H14 1.009
7 N 2.28 0.00 0.04  C4 1.404, O8 1.221, O9 1.221
8 O 3.28 -0.66 0.26  N7 1.221
9 O 2.29 1.19 -0.27  N7 1.221
10 H 0.14 2.14 -0.41  C1 1.068
11 H -1.69 -1.60 0.72  C2 1.071
12 H 1.13 -1.68 0.49  C4 1.079
13 H 1.22 -1.71 -2.20  no bonds
14 H -3.35 0.30 0.44  N6 1.009

Kohn-Sham gap (alpha / beta): 0.2924 / 0.3219 Ha
LUMO level (alpha / beta): -0.49 / -1.78 eV

These are the natural (NBO) partial charges, in e, on atoms 1 to 2: 0.002, 0.013



Which structure is most stable? one, by 0.1220 hartree over the runner-up.



## one
Here is the molecule C2H5B from the OMol25 dataset. Energies are from the ωB97M-V functional and the def2-TZVPD basis.

Each atom is followed by the atoms it is bonded to, with distances in Å.
Element x y z (Å)
1 B 1.30 -0.20 -0.06  C3 1.543, H4 1.181, H5 1.252
2 C -1.30 -0.24 0.03  C3 1.296, H6 1.041, H7 1.028
3 C -0.15 0.31 -0.20  B1 1.543, C2 1.296, H8 1.115
4 H 1.98 -0.65 -0.92  B1 1.181
5 H 1.81 0.02 1.06  B1 1.252
6 H -2.06 0.47 -0.07  C2 1.041
7 H -1.45 -1.12 0.56  C2 1.028
8 H -0.13 1.41 -0.39  C3 1.115

Kohn-Sham gap: 0.3674 Ha
LUMO level: 0.21 eV
SMILES string: BC=C

These are the natural (NBO) partial charges, in e, on atoms 1 to 2: 0.470, -0.387



## two
Here is the molecule C2H5B from the OMol25 dataset. Energies are from the ωB97M-V functional and the def2-TZVPD basis.

Each atom is followed by the atoms it is bonded to, with distances in Å.
Element x y z (Å)
1 B 0.02 0.65 0.19  C2 1.498, C3 1.585, H4 1.281
2 C -1.26 -0.12 0.05  B1 1.498, H6 1.007, H7 1.112
3 C 1.33 -0.21 -0.01  B1 1.585, H5 1.013, H8 1.184
4 H -0.08 1.93 0.13  B1 1.281
5 H 2.23 0.03 -0.41  C3 1.013
6 H -2.08 0.30 -0.34  C2 1.007
7 H -1.32 -1.20 0.30  C2 1.112
8 H 1.17 -1.38 0.08  C3 1.184

Kohn-Sham gap (alpha / beta): 0.3170 / 0.3096 Ha
LUMO level (alpha / beta): -0.88 / -1.02 eV

These are the natural (NBO) partial charges, in e, on atoms 1 to 2: 0.178, -0.423



Which structure is most stable? one, by 0.0513 hartree over the runner-up.



## one
Here is the molecule C4H5NS2 from the OMol25 dataset. Energies are from the ωB97M-V functional and the def2-TZVPD basis.

Each atom is followed by the atoms it is bonded to, with distances in Å.
Element x y z (Å)
1 C -0.63 0.12 -1.25  C3 1.307, N5 1.319, S6 1.939
2 C 0.63 -0.15 0.65  C4 1.457, N5 1.274, S7 1.759
3 C -1.72 0.35 -1.94  C1 1.307, H8 1.038, H9 1.056
4 C 0.83 -0.24 2.09  C2 1.457, H10 1.028, H11 1.147, H12 1.011
5 N -0.48 -0.01 0.05  C1 1.319, C2 1.274
6 S 1.06 -0.02 -2.20  C1 1.939, S7 2.050
7 S 2.02 -0.33 -0.42  C2 1.759, S6 2.050
8 H -1.83 0.32 -2.97  C3 1.038
9 H -2.54 0.75 -1.40  C3 1.056
10 H 0.91 0.67 2.57  C4 1.028
11 H 1.78 -0.82 2.35  C4 1.147
12 H -0.03 -0.63 2.45  C4 1.011

Kohn-Sham gap: 0.3020 Ha
LUMO level: 0.42 eV
SMILES string: C=C1N=C(C)SS1

These are the natural (NBO) partial charges, in e, on atoms 1 to 2: 0.122, 0.185



## two
Here is a cluster of 2 separate species, C4H5NS2 in total from the OMol25 dataset. Energies are from the ωB97M-V functional and the def2-TZVPD basis.

Each atom is followed by the atoms it is bonded to, with distances in Å.
Element x y z (Å)
1 C -1.51 -1.04 0.52  C3 1.566, C4 1.394, N5 1.260
2 C 1.54 1.27 -0.71  S6 1.620, S7 1.698
3 C -0.04 -0.93 1.03  C1 1.566, C4 1.510, H8 1.081, H9 1.055
4 C -1.00 0.22 0.84  C1 1.394, C3 1.510, H10 1.137
5 N -2.40 -1.88 0.21  C1 1.260, H11 1.014
6 S 2.55 0.04 -0.37  C2 1.620
7 S 1.51 2.53 -1.83  C2 1.698, H12 1.359
8 H 0.46 -1.04 1.99  C3 1.081
9 H 0.56 -1.08 0.17  C3 1.055
10 H -0.98 1.26 1.28  C4 1.137
11 H -3.19 -1.72 -0.41  N5 1.014
12 H 2.51 2.38 -2.73  S7 1.359

Kohn-Sham gap (alpha / beta): 0.2431 / 0.2839 Ha
LUMO level (alpha / beta): -1.47 / -0.78 eV

These are the natural (NBO) partial charges, in e, on atoms 1 to 2: 0.259, -0.438



## three
Here is the molecule C4H5NS2 from the OMol25 dataset. Energies are from the ωB97M-V functional and the def2-TZVPD basis.

Each atom is followed by the atoms it is bonded to, with distances in Å.
Element x y z (Å)
1 C -1.10 -1.43 0.21  C2 1.405, H6 1.196, N10 1.459
2 C -2.28 -0.71 -0.06  C1 1.405, C3 1.530, H7 1.285
3 C -1.83 0.75 -0.03  C2 1.530, C4 1.517, H8 1.181, H9 1.112
4 C -0.32 0.67 -0.07  C3 1.517, N10 1.377, S12 1.547
5 H 2.12 0.04 0.36  S11 1.350
6 H -0.83 -2.58 0.01  C1 1.196
7 H -3.35 -1.13 -0.63  C2 1.285
8 H -2.05 1.08 1.08  C3 1.181
9 H -2.50 1.46 -0.57  C3 1.112
10 N 0.11 -0.63 0.10  C1 1.459, C4 1.377, S11 1.660
11 S 1.68 -1.16 -0.08  H5 1.350, N10 1.660
12 S 0.76 1.77 0.00  C4 1.547

Kohn-Sham gap: 0.3043 Ha
LUMO level: 0.21 eV
SMILES string: S=C1CC=CN1S

These are the natural (NBO) partial charges, in e, on atoms 1 to 2: -0.038, -0.252



## four
Here is the molecule C4H5NS2 from the OMol25 dataset. Energies are from the ωB97M-V functional and the def2-TZVPD basis.

Each atom is followed by the atoms it is bonded to, with distances in Å.
Element x y z (Å)
1 C -1.85 1.27 -0.05  C2 1.568, H5 1.108, S11 1.693
2 C -0.33 0.97 -0.32  C1 1.568, C3 1.381, S12 1.703
3 C 0.18 -0.30 -0.19  C2 1.381, C4 1.456, H6 1.005, N10 1.556
4 C 1.20 -0.92 0.64  C3 1.456, H7 1.185, H8 1.234, N10 1.471
5 H -2.08 2.34 0.11  C1 1.108
6 H -0.43 -1.08 -0.41  C3 1.005
7 H 1.83 -0.19 1.33  C4 1.185
8 H 0.77 -1.96 1.15  C4 1.234
9 H 1.46 -1.74 -1.29  N10 1.122
10 N 1.55 -0.74 -0.78  C3 1.556, C4 1.471, H9 1.122
11 S -2.95 -0.01 -0.11  C1 1.693
12 S 0.63 2.36 -0.08  C2 1.703

Kohn-Sham gap: 0.2566 Ha
LUMO level: -2.05 eV
SMILES string: S=CC(=S)[C@@H]1CN1

These are the natural (NBO) partial charges, in e, on atoms 1 to 2: -0.272, -0.100



Which structure is most stable? one, by 0.0737 hartree over the runner-up.



## one
Here is the molecule CH2N2O3 from the OMol25 dataset. Energies are from the ωB97M-V functional and the def2-TZVPD basis.

Each atom is followed by the atoms it is bonded to, with distances in Å.
Element x y z (Å)
1 C 1.47 -0.67 0.31  N2 1.288, O4 1.154
2 N 0.85 0.37 0.75  C1 1.288, O5 1.372, H7 1.050
3 N -0.55 -1.36 0.78  O5 1.436, O6 1.378
4 O 2.40 -1.10 -0.22  C1 1.154
5 O -0.49 0.07 0.85  N2 1.372, N3 1.436
6 O -1.37 -1.64 -0.29  N3 1.378, H8 0.973
7 H 1.04 1.38 0.53  N2 1.050
8 H -1.49 -0.72 -0.59  O6 0.973

Kohn-Sham gap (alpha / beta): 0.3168 / 0.2912 Ha
LUMO level (alpha / beta): -0.06 / -0.01 eV

These are the natural (NBO) partial charges, in e, on atoms 1 to 2: 0.749, -0.360



## two
Here is the molecule CH2N2O3 from the OMol25 dataset. Energies are from the ωB97M-V functional and the def2-TZVPD basis.

Each atom is followed by the atoms it is bonded to, with distances in Å.
Element x y z (Å)
1 C 1.13 -0.06 -0.03  O4 1.182, O5 1.310, O6 1.357
2 N -0.84 1.11 0.09  O5 1.378, H7 1.026
3 N -0.93 -1.19 0.03  O6 1.327, H8 1.079
4 O 2.31 -0.13 -0.02  C1 1.182
5 O 0.53 1.10 -0.08  C1 1.310, N2 1.378
6 O 0.38 -1.18 -0.17  C1 1.357, N3 1.327
7 H -1.21 1.40 -0.82  N2 1.026
8 H -1.38 -1.04 1.00  N3 1.079

Kohn-Sham gap (alpha / beta): 0.3527 / 0.3392 Ha
LUMO level (alpha / beta): -1.00 / -1.37 eV

These are the natural (NBO) partial charges, in e, on atoms 1 to 2: 0.942, -0.188



Which structure is most stable? two, by 0.0312 hartree over the runner-up.



## one
Here is a cluster of 2 separate species, C15H18O in total from the OMol25 dataset. Energies are from the ωB97M-V functional and the def2-TZVPD basis.

Each atom is followed by the atoms it is bonded to, with distances in Å.
Element x y z (Å)
1 C -0.14 -2.43 3.38  C2 1.541, C3 1.539, H10 1.093, H11 1.094
2 C 0.95 -3.45 2.99  C1 1.541, H12 1.111, H18 1.094, H19 1.090
3 C -0.05 -1.13 2.56  C1 1.539, C4 1.378, C5 1.416
4 C -0.54 0.00 3.16  C3 1.378, C6 1.389, H13 1.083
5 C 0.71 -1.02 1.37  C3 1.416, C7 1.403, H14 1.067
6 C -0.58 1.19 2.44  C4 1.389, C8 1.377, H15 1.077
7 C 1.03 0.25 0.87  C5 1.403, C8 1.390, H16 1.088
8 C 0.30 1.31 1.39  C6 1.377, C7 1.390, O9 1.416
9 O 0.27 2.49 0.61  C8 1.416, H17 0.980
10 H -1.18 -2.71 3.54  C1 1.093
11 H 0.09 -2.18 4.42  C1 1.094
12 H 0.52 -4.43 3.29  C2 1.111
13 H -1.13 -0.10 4.07  C4 1.083
14 H 0.93 -1.86 0.74  C5 1.067
15 H -1.06 2.04 2.89  C6 1.077
16 H 1.80 0.49 0.14  C7 1.088
17 H 0.27 3.23 1.26  O9 0.980
18 H 1.96 -3.23 3.35  C2 1.094
19 H 1.00 -3.61 1.92  C2 1.090
20 C -0.61 -1.08 -2.30  C26 1.523, H32 1.104, H33 1.081, H34 1.104
21 C -0.16 2.98 -3.62  C22 1.365, C23 1.397, H27 1.088
22 C -1.27 2.60 -2.92  C21 1.365, C24 1.415, H28 1.081
23 C 0.82 2.04 -3.96  C21 1.397, C25 1.367, H29 1.092
24 C -1.41 1.25 -2.51  C22 1.415, C26 1.373, H30 1.083
25 C 0.75 0.75 -3.51  C23 1.367, C26 1.436, H31 1.093
26 C -0.46 0.33 -2.85  C20 1.523, C24 1.373, C25 1.436
27 H -0.01 4.02 -3.92  C21 1.088
28 H -1.97 3.33 -2.54  C22 1.081
29 H 1.73 2.36 -4.46  C23 1.092
30 H -2.25 0.90 -1.93  C24 1.083
31 H 1.50 -0.02 -3.68  C25 1.093
32 H 0.03 -1.26 -1.42  C20 1.104
33 H -0.30 -1.81 -3.04  C20 1.081
34 H -1.54 -1.23 -1.72  C20 1.104

Kohn-Sham gap: 0.3436 Ha
LUMO level: 0.83 eV
SMILES string: CCc1ccc(O)cc1.Cc1ccccc1

These are the natural (NBO) partial charges, in e, on atoms 1 to 2: -0.423, -0.614



## two
Here is a cluster of 2 separate species, C15H18O in total from the OMol25 dataset. Energies are from the ωB97M-V functional and the def2-TZVPD basis.

Each atom is followed by the atoms it is bonded to, with distances in Å.
Element x y z (Å)
1 C 3.31 -1.74 2.32  C2 1.513, C3 1.515, H10 1.093, H11 1.087
2 C 3.55 -0.31 2.77  C1 1.513, H12 1.088, H18 1.090, H19 1.085
3 C 2.31 -1.89 1.19  C1 1.515, C4 1.393, C5 1.392
4 C 0.98 -2.26 1.37  C3 1.393, C6 1.383, H13 1.078
5 C 2.77 -1.82 -0.12  C3 1.392, C7 1.385, H14 1.083
6 C 0.23 -2.68 0.28  C4 1.383, C8 1.395, H15 1.085
7 C 1.98 -2.11 -1.23  C5 1.385, C8 1.385, H16 1.076
8 C 0.67 -2.49 -1.03  C6 1.395, C7 1.385, O9 1.371
9 O -0.17 -2.97 -2.01  C8 1.371, H17 0.965
10 H 4.22 -2.22 1.96  C1 1.093
11 H 2.95 -2.37 3.13  C1 1.087
12 H 2.91 -0.10 3.62  C2 1.088
13 H 0.58 -2.48 2.34  C4 1.078
14 H 3.83 -1.66 -0.30  C5 1.083
15 H -0.83 -2.87 0.44  C6 1.085
16 H 2.39 -2.01 -2.22  C7 1.076
17 H 0.28 -3.45 -2.71  O9 0.965
18 H 3.25 0.46 2.06  C2 1.090
19 H 4.53 -0.08 3.17  C2 1.085
20 C -3.36 0.41 -0.17  C24 1.503, H31 1.088, H32 1.094, H34 1.088
21 C -2.92 4.13 -0.77  C22 1.387, C23 1.396, H27 1.084
22 C -1.98 4.16 -1.79  C21 1.387, C25 1.394, H28 1.082
23 C -3.41 2.92 -0.28  C21 1.396, C24 1.391, H29 1.078
24 C -2.87 1.72 -0.72  C20 1.503, C23 1.391, C26 1.391
25 C -1.50 2.95 -2.28  C22 1.394, C26 1.387, H30 1.060
26 C -1.87 1.75 -1.69  C24 1.391, C25 1.387, H33 1.084
27 H -3.29 5.04 -0.32  C21 1.084
28 H -1.86 5.06 -2.38  C22 1.082
29 H -4.12 2.99 0.53  C23 1.078
30 H -0.77 2.95 -3.05  C25 1.060
31 H -4.36 0.38 0.26  C20 1.088
32 H -2.67 0.08 0.62  C20 1.094
33 H -1.40 0.85 -2.05  C26 1.084
34 H -3.35 -0.33 -0.97  C20 1.088

Kohn-Sham gap: 0.3426 Ha
LUMO level: 0.76 eV
SMILES string: CCc1ccc(O)cc1.Cc1ccccc1

These are the natural (NBO) partial charges, in e, on atoms 1 to 2: -0.419, -0.617



Which structure is most stable? two, by 0.0286 hartree over the runner-up.